C3H5NO2S | ωB97M-V/def2-TZVPD

Properties
**Gap between HOMO and LUMO**: 10.9 eV
**HOMO**: -10.9451 eV
**Total energy**: -720.57237 hartree
**2S+1**: 1
**ΔE to the lowest compared entry with this formula, charge and spin**: 109.3 kcal per mole
**SMILES string**: CCS(=O)(=O)C#N

Last columns: bonded neighbours and bond lengths (Å).
Geometry (Å):
1 C 0.534 -0.958 0.049  C2 1.522, H8 1.027, H9 1.088, H10 1.021
2 C 0.010 0.419 0.432  C1 1.522, S3 1.724, H11 1.099, H12 1.062
3 S 1.251 1.557 0.803  C2 1.724, O4 1.793, O5 1.455, C6 1.804
4 O 0.788 3.016 1.736  S3 1.793
5 O 2.519 0.898 1.075  S3 1.455
6 C 1.614 2.412 -0.743  S3 1.804, N7 1.144
7 N 1.931 3.063 -1.629  C6 1.144
8 H -0.037 -1.727 0.420  C1 1.027
9 H 0.432 -1.140 -1.019  C1 1.088
10 H 1.469 -1.134 0.418  C1 1.021
11 H -0.691 0.501 1.274  C2 1.099
12 H -0.490 0.794 -0.427  C2 1.062